[1]
Computed, not measured: a structure of composition C21H31GeLaN4O9P2 at a distorted geometry, with the ωB97M-V functional and the def2-TZVPD basis.

Atoms and positions in Å:
La 0.2631 -0.5784 0.1455
O -2.6808 4.5495 1.2667
C -3.0624 4.1995 0.0267
C -4.0596 4.9784 -0.5673
C -4.5153 4.6814 -1.8336
C -3.9952 3.5989 -2.5461
C -3.0120 2.8280 -1.9610
C -2.5242 3.1023 -0.6774
C -1.4779 2.1937 -0.1336
O -1.1381 1.1921 -0.8389
N -1.0041 2.4928 1.0735
N -0.0978 1.5606 1.5279
C 0.4163 1.7711 2.6699
C 1.4300 0.8320 3.2200
C 1.8373 0.9355 4.5391
C 2.7873 0.0438 5.0143
C 3.2969 -0.9171 4.1596
C 2.8294 -0.9466 2.8547
N 1.9266 -0.0924 2.3877
H -1.9901 3.8910 1.5505
H -4.4543 5.8139 -0.0034
H -5.2855 5.3023 -2.2764
H -4.3494 3.3738 -3.5430
H -2.5841 1.9860 -2.4897
H 0.1272 2.6488 3.2457
H 1.4157 1.7020 5.1760
H 3.1278 0.1011 6.0401
H 4.0420 -1.6304 4.4841
H 3.2019 -1.6820 2.1501
C 2.1550 -3.9842 -0.0646
C 0.6930 -4.3947 0.0512
O 0.6240 -5.8189 0.0606
P -0.0749 -3.7952 1.6067
O 0.5541 -4.7016 2.7415
O -1.5867 -4.1965 1.4859
O 0.1458 -2.3385 1.8836
P -0.3938 -3.7755 -1.3077
O 0.4818 -4.0025 -2.6060
O -1.5971 -4.6653 -1.2261
O -0.6216 -2.2872 -1.0612
H 2.7211 -4.3908 0.7749
H 2.3061 -2.9041 -0.1130
H 2.5557 -4.3955 -0.9903
H -0.2323 -6.0631 -0.3252
H 0.3169 -4.4207 3.6342
H -1.8636 -4.4273 0.5587
H -0.0343 -4.1131 -3.4136
C -4.8637 -0.5890 0.3113
C -3.4543 -0.5939 0.7249
N -2.3486 -0.6139 1.0212
H -5.4827 -1.0179 1.0956
H -4.9703 -1.1793 -0.5963
H -5.1811 0.4335 0.1151
C 3.9976 1.2660 -3.3769
Ge 2.4090 1.1063 -2.2765
C 0.9269 1.1220 -3.5453
C 2.3042 2.6991 -1.1537
C 2.4069 -0.4823 -1.1798
H 3.9988 2.2048 -3.9375
H 4.0337 0.4364 -4.0865
H 4.8977 1.2247 -2.7593
H 0.9690 2.0495 -4.1217
H -0.0523 1.0651 -3.0672
H 1.0362 0.2833 -4.2378
H 2.3049 3.5967 -1.7767
H 3.1687 2.7372 -0.4855
H 1.3987 2.7304 -0.5407
H 3.3355 -0.4202 -0.5910
H 2.5449 -1.3153 -1.8866

spin multiplicity	1
highest occupied orbital energy	-7.4311	eV
ΔE to the lowest compared entry with this formula, charge and spin	28.97	kJ/mol
frontier orbital gap	6.829	eV

---

[2]
Computed, not measured: the ion C21H31N2S2 with charge +1 at a distorted geometry, with the ωB97M-V functional and the def2-TZVPD basis.

Atoms and positions in Å:
C 5.4376 -1.0275 -1.2520
N 4.0160 -1.0470 -1.0520
C 3.5672 -2.1808 -0.2898
C 2.0833 -2.3801 -0.4028
N 1.3193 -1.1366 -0.3060
C -0.0342 -1.1993 -0.3654
C -0.5797 -2.5753 -0.4532
C -2.0373 -2.7478 -0.9205
C -2.3649 -1.7174 -1.9837
C -2.2258 -0.3362 -1.3756
C -0.9395 -0.0036 -0.4819
C -1.2499 0.9803 0.7373
C -1.9400 2.3391 0.1361
C -3.2799 2.4421 -0.2070
C -3.7153 3.4045 -1.1468
C -2.8232 4.4118 -1.5487
C -1.4845 4.4047 -1.1249
C -1.0858 3.3646 -0.2442
S 0.1550 1.6238 1.6881
C 0.3409 0.5138 3.1080
C -0.8626 0.4097 4.0240
C -1.8883 -0.4225 3.2845
S -2.5531 0.2669 1.7956
C 1.9087 0.1416 -0.6267
C 3.4229 0.1780 -0.6004
H 5.7438 -0.2349 -1.9243
H 6.0226 -0.9375 -0.3379
H 5.7540 -1.9588 -1.7147
H 4.0766 -3.0342 -0.7301
H 3.9146 -2.1254 0.7613
H 1.9242 -2.9008 -1.3663
H 1.8099 -3.0571 0.4167
H 0.0268 -3.2039 -1.1217
H -0.4314 -3.1225 0.4983
H -2.7036 -2.6368 -0.0677
H -2.1809 -3.7608 -1.2937
H -3.3543 -1.8961 -2.4041
H -1.6899 -1.8028 -2.8244
H -3.1288 -0.1679 -0.8045
H -2.2851 0.3823 -2.1902
H -0.4310 0.9050 -1.0294
H -4.0388 1.8342 0.2932
H -4.7728 3.4516 -1.4399
H -3.1959 5.2781 -2.1077
H -0.8006 5.2621 -1.3376
H -0.0842 3.4650 0.1933
H 0.6457 -0.4489 2.6811
H 1.2079 0.9572 3.6118
H -0.5235 -0.0797 4.9441
H -1.2896 1.3818 4.2682
H -1.4445 -1.3959 3.0395
H -2.7216 -0.6759 3.9536
H 1.6177 0.5296 -1.6298
H 1.5633 0.8801 0.1301
H 3.8003 0.4397 0.4059
H 3.7823 0.9662 -1.2651

spin multiplicity	1
highest occupied orbital energy	-11.4320	eV
SMILES	CN1CC[N+](=C2CCCC[C@H]2C2(c3ccccc3)SCCCS2)CC1
charge	+1
frontier orbital gap	7.538	eV

---

[3]
Computed, not measured: an isolated molecule of C21H31N3O3, with the ωB97M-V functional and the def2-TZVPD basis.

Atoms and positions in Å:
C -6.0074 -0.9570 0.5225
C -4.8544 -1.5061 -0.3091
C -3.7749 -2.1831 0.5346
C -2.9442 -1.1777 1.3392
N -2.3321 -0.1909 0.4654
C -1.0846 -0.6221 -0.1376
C 0.1496 -0.6216 0.7735
C -2.2914 1.1485 1.0383
C -1.8155 2.1479 0.0393
C -2.4322 2.7354 -1.0243
C -1.4595 3.5559 -1.6479
C -0.3178 3.4167 -0.9167
C 1.0527 3.9938 -1.0676
N 2.0591 3.0786 -0.5733
C 2.7876 3.4142 0.5310
O 2.8303 4.5369 0.9916
N 3.5230 2.4013 1.1060
C 3.6094 1.0442 0.7813
C 3.7011 0.5925 -0.5307
C 3.7730 -0.7618 -0.8141
C 3.7794 -1.6977 0.2137
O 3.8539 -3.0495 0.0643
C 3.7628 -3.6221 -1.2241
C 2.3398 -3.6059 -1.7763
C 3.7377 -1.2413 1.5336
C 3.6528 0.1032 1.8119
O -0.5303 2.5626 0.1092
H -6.7727 -0.5356 -0.1254
H -6.4609 -1.7471 1.1180
H -5.6665 -0.1734 1.1937
H -4.3876 -0.6957 -0.8706
H -5.2502 -2.2322 -1.0228
H -4.2329 -2.8915 1.2284
H -3.1143 -2.7469 -0.1265
H -2.1991 -1.7232 1.9380
H -3.6020 -0.6599 2.0390
H -1.2468 -1.6312 -0.5220
H -0.8941 0.0280 -0.9977
H -0.0237 -1.2181 1.6662
H 0.4098 0.3888 1.0779
H 0.9984 -1.0457 0.2436
H -3.3132 1.4076 1.3299
H -1.6470 1.2132 1.9313
H -3.4489 2.5964 -1.3282
H -1.5922 4.1672 -2.5167
H 1.2336 4.2235 -2.1238
H 1.1622 4.9183 -0.4868
H 1.8723 2.0978 -0.7214
H 3.9140 2.6684 1.9990
H 3.7489 1.3004 -1.3438
H 3.8406 -1.0645 -1.8472
H 4.0923 -4.6551 -1.0820
H 4.4576 -3.1330 -1.9182
H 1.9860 -2.5872 -1.9172
H 1.6709 -4.1082 -1.0819
H 2.3117 -4.1232 -2.7313
H 3.7690 -1.9709 2.3269
H 3.6167 0.4382 2.8381

spin multiplicity	1
highest occupied orbital energy	-8.0898	eV
SMILES	CCCCN(CC)Cc1ccc(CNC(=O)Nc2ccc(OCC)cc2)o1
ΔE to the lowest compared entry with this formula, charge and spin	233.68	kJ/mol
frontier orbital gap	8.792	eV

---

[4]
Computed, not measured: an isolated molecule of C21H31N3O4, with the ωB97M-V functional and the def2-TZVPD basis.

Atoms and positions in Å:
C -6.9288 -2.5405 -0.4313
O -5.6998 -2.4652 -1.1104
C -4.7265 -1.6660 -0.4813
C -5.0273 -0.1540 -0.5763
N -3.9465 0.7332 -0.2093
C -2.8011 0.7191 -1.0951
C -1.9288 1.9420 -0.7837
N -1.5064 1.8925 0.5958
C -0.2624 1.6977 1.0907
O -0.0714 1.5578 2.2853
C 0.8993 1.7364 0.1002
C 1.2309 3.1834 -0.2702
C 2.3303 3.1717 -1.3198
C 3.5196 2.2892 -0.9730
O 4.5754 2.4178 -1.5701
N 3.3449 1.3593 -0.0147
C 4.4647 0.5021 0.3477
C 4.2896 -0.8827 -0.2197
C 4.4500 -1.0890 -1.5799
C 4.2682 -2.3424 -2.1391
C 3.9234 -3.4042 -1.3244
C 3.7557 -3.2204 0.0381
C 3.9312 -1.9616 0.6017
O 3.7760 -1.6862 1.9315
C 3.4412 -2.7342 2.8061
C 2.1395 1.1346 0.7525
C -2.6409 1.8472 1.4979
C -3.5155 0.6363 1.1725
H -7.4777 -1.5933 -0.4652
H -7.5105 -3.3066 -0.9407
H -6.7845 -2.8311 0.6165
H -4.6151 -1.9636 0.5724
H -3.7984 -1.8903 -1.0131
H -5.3098 0.0700 -1.6090
H -5.8752 0.0911 0.0698
H -2.1848 -0.1897 -0.9773
H -3.1520 0.7727 -2.1273
H -2.5321 2.8459 -0.9246
H -1.0811 1.9774 -1.4630
H 0.6599 1.1645 -0.8005
H 1.5697 3.7055 0.6267
H 0.3523 3.7088 -0.6504
H 2.7165 4.1765 -1.4993
H 1.9389 2.8051 -2.2740
H 4.5392 0.4596 1.4362
H 5.3618 0.9632 -0.0729
H 4.7245 -0.2470 -2.1977
H 4.3995 -2.4889 -3.2002
H 3.7822 -4.3893 -1.7443
H 3.4860 -4.0658 0.6515
H 4.2086 -3.5149 2.8130
H 2.4724 -3.1774 2.5532
H 3.3792 -2.2811 3.7943
H 2.0084 0.0550 0.8723
H 2.2529 1.5629 1.7572
H -3.2262 2.7633 1.3728
H -2.2583 1.7872 2.5171
H -2.9352 -0.2817 1.3664
H -4.3954 0.6382 1.8181

spin multiplicity	1
highest occupied orbital energy	-8.5189	eV
SMILES	COCCN1CCN(C(=O)[C@H]2CCC(=O)N(Cc3ccccc3OC)C2)CC1
ΔE to the lowest compared entry with this formula, charge and spin	218.00	kJ/mol
frontier orbital gap	9.097	eV